# C2H4N2O2S2

A single C2H4N2O2S2 molecule at a distorted geometry (the ωB97M-V functional and the def2-TZVPD basis, the OMol25 dataset).

Calculated values
- SMILES string: O=C(S)/C(=N/S)NO
- E: -30880.2193 eV
- Gap between HOMO and LUMO: 8.527 eV
- Relative energy (zero: lowest compared OMol25 entry of this formula, charge and spin): 81.6 kcal/mol

Geometry (Å):
O -1.99 0.52 0.48
C -1.14 -0.24 0.02
S -1.51 -1.89 -0.43
C 0.27 0.09 -0.03
N 0.88 -1.05 0.15
S 2.59 -0.81 -0.14
N 0.70 1.26 -0.45
O -0.36 2.23 -0.42
H -2.85 -1.76 -0.24
H 2.81 -1.97 1.06
H 1.68 1.66 -0.26
H -1.09 1.95 0.26

=====

# C21H42F6O21PV

A molecular structure, C21H42F6O21PV at a distorted geometry (the ωB97M-V functional and the def2-TZVPD basis, the OMol25 dataset).

Calculated values
- Multiplicity: 4
- E: -116736.4753 eV
- Charge: +1
- Gap between HOMO and LUMO (spin up / spin down): 8.874 / 11.380 eV
- Relative energy (zero: lowest compared OMol25 entry of this formula, charge and spin): 92.6 kcal/mol

Geometry (Å):
V -24.57 -13.76 12.68
P -23.98 -17.57 12.20
F -24.93 -18.16 13.44
F -22.53 -17.82 13.04
F -23.96 -19.11 11.65
F -23.18 -16.92 10.94
F -25.32 -17.31 11.26
F -24.07 -16.07 12.83
C -23.20 -10.34 8.47
O -22.99 -11.31 9.49
C -23.47 -11.14 10.74
O -23.43 -12.02 11.61
O -23.90 -9.82 10.89
C -24.15 -9.33 12.20
H -24.27 -10.25 8.25
H -22.66 -10.67 7.58
H -22.88 -9.30 8.61
H -24.45 -10.04 12.96
H -24.95 -8.59 12.14
H -23.25 -8.75 12.42
C -20.24 -14.34 15.15
O -20.07 -14.05 13.73
C -21.16 -13.96 12.92
O -22.34 -14.03 13.25
O -20.78 -13.56 11.66
C -19.45 -13.39 11.19
H -20.36 -15.38 15.43
H -21.12 -13.83 15.57
H -19.33 -13.95 15.61
H -19.44 -13.36 10.10
H -18.96 -14.33 11.45
H -19.07 -12.42 11.52
C -23.90 -10.37 17.10
O -22.90 -10.28 16.14
C -22.92 -10.96 14.94
O -23.89 -11.61 14.53
O -21.95 -10.47 14.14
C -20.87 -9.71 14.62
H -24.72 -10.87 16.58
H -24.19 -9.43 17.57
H -23.61 -11.08 17.87
H -20.07 -9.71 13.87
H -20.40 -10.23 15.45
H -21.17 -8.69 14.87
C -30.20 -14.55 11.93
O -28.76 -14.43 11.74
C -27.88 -15.14 12.46
O -26.70 -14.81 12.59
O -28.38 -16.23 13.11
C -27.63 -17.03 13.97
H -30.56 -14.94 10.98
H -30.58 -13.54 12.12
H -30.57 -15.17 12.74
H -28.40 -17.64 14.45
H -27.07 -16.43 14.69
H -26.96 -17.65 13.38
C -29.06 -10.97 13.34
O -27.68 -11.12 13.36
C -27.05 -11.55 12.18
O -25.99 -12.18 12.22
O -27.66 -11.08 11.10
C -27.08 -11.33 9.81
H -29.54 -10.42 12.53
H -29.34 -10.46 14.26
H -29.44 -11.99 13.36
H -26.86 -12.39 9.67
H -26.11 -10.86 9.67
H -27.66 -10.89 8.99
C -22.54 -14.97 8.70
O -23.97 -15.26 8.54
C -24.83 -14.76 9.43
O -24.59 -14.26 10.49
O -26.11 -15.05 9.06
C -26.53 -15.72 7.87
H -22.14 -14.71 7.72
H -21.80 -15.64 9.16
H -22.49 -14.01 9.20
H -27.56 -15.43 7.65
H -26.49 -16.76 8.19
H -25.75 -15.52 7.13
C -26.96 -13.01 16.52
O -25.90 -13.92 16.83
C -25.02 -14.45 16.05
O -24.95 -14.20 14.86
O -24.25 -15.23 16.76
C -23.38 -16.16 16.17
H -27.55 -13.27 15.64
H -26.58 -12.01 16.33
H -27.70 -12.94 17.32
H -23.21 -16.20 15.09
H -23.86 -17.12 16.35
H -22.45 -16.19 16.74

=====

# H3NS2

2 unconnected molecules or ions with the total composition H3NS2 at a distorted geometry (the ωB97M-V functional and the def2-TZVPD basis, the OMol25 dataset).

Calculated values
- E: -23207.0954 eV
- Gap between HOMO and LUMO (spin up / spin down): 7.097 / 7.574 eV
- Relative energy (zero: lowest compared OMol25 entry of this formula, charge and spin): 43.6 kcal/mol

Geometry (Å):
N 1.26 -0.40 0.33
S -1.92 1.21 -0.08
S -0.04 -0.88 -0.50
H 1.51 -0.56 1.33
H 2.14 -0.37 -0.19
H -2.95 1.00 -0.90

=====

# C50H64F21N7O14

14 unconnected molecules or ions with the total composition C50H64F21N7O14 at a distorted geometry (the ωB97M-V functional and the def2-TZVPD basis, the OMol25 dataset).

Calculated values
- E: -149049.1783 eV
- Gap between HOMO and LUMO: 8.531 eV

Geometry (Å):
N 5.18 -24.84 -10.74
C 6.36 -24.82 -9.99
C 6.00 -24.64 -8.70
C 4.56 -24.66 -8.62
C 4.10 -24.67 -9.89
H 5.05 -25.00 -11.75
H 7.34 -24.96 -10.41
H 6.68 -24.48 -7.85
H 3.97 -24.52 -7.72
H 3.08 -24.48 -10.21
N 7.22 -21.30 -8.91
C 8.47 -21.30 -9.52
C 8.98 -20.05 -9.36
C 8.01 -19.29 -8.61
C 7.03 -20.10 -8.26
H 6.66 -22.15 -8.83
H 8.81 -22.14 -10.10
H 9.91 -19.66 -9.64
H 8.06 -18.24 -8.42
H 6.16 -19.74 -7.66
N 5.97 -28.07 -9.74
C 6.97 -28.18 -10.68
C 6.91 -29.48 -11.16
C 5.83 -30.16 -10.48
C 5.29 -29.22 -9.65
H 5.75 -27.20 -9.25
H 7.52 -27.32 -11.02
H 7.56 -29.91 -11.88
H 5.48 -31.14 -10.68
H 4.55 -29.36 -8.89
N 1.53 -19.33 -13.97
C 1.70 -18.67 -12.78
C 0.52 -18.29 -12.30
C -0.52 -18.67 -13.22
C 0.18 -19.34 -14.23
H 2.27 -19.75 -14.57
H 2.62 -18.54 -12.31
H 0.52 -17.67 -11.40
H -1.60 -18.53 -13.11
H -0.11 -19.81 -15.15
C 5.58 -27.68 -14.14
C 5.38 -29.11 -14.29
N 5.38 -30.25 -14.33
H 5.83 -27.27 -15.15
H 6.41 -27.43 -13.39
H 4.68 -27.21 -13.89
C 1.62 -28.62 -13.22
C 2.00 -27.52 -12.35
N 2.36 -26.67 -11.66
H 1.11 -29.44 -12.67
H 2.48 -29.14 -13.69
H 0.95 -28.19 -14.01
C 6.69 -22.03 -13.03
C 6.15 -23.16 -13.84
N 5.98 -24.12 -14.41
H 5.96 -21.29 -12.64
H 7.45 -21.58 -13.67
H 7.26 -22.46 -12.19
C 9.32 -27.50 -15.24
C 10.50 -26.57 -15.64
O 9.97 -25.22 -15.14
C 10.77 -24.23 -15.20
O 11.89 -24.28 -15.64
C 10.24 -22.90 -14.74
F 11.17 -21.96 -14.82
F 9.21 -22.42 -15.47
F 9.77 -22.90 -13.45
H 8.48 -27.23 -15.77
H 9.24 -27.58 -14.18
H 9.48 -28.54 -15.56
H 10.67 -26.48 -16.73
H 11.47 -26.81 -15.15
C 1.67 -22.91 -13.47
C 0.83 -24.15 -13.58
O 0.00 -23.90 -14.75
C -0.63 -24.98 -15.21
O -0.51 -26.11 -14.87
C -1.50 -24.56 -16.44
F -2.77 -24.26 -16.12
F -1.02 -23.41 -17.01
F -1.53 -25.51 -17.41
H 2.40 -22.94 -14.27
H 2.22 -22.89 -12.54
H 1.02 -22.05 -13.49
H 0.18 -24.40 -12.77
H 1.37 -25.05 -13.74
C 0.21 -28.94 -19.12
C 0.35 -28.31 -17.78
O 1.12 -27.15 -17.89
C 2.00 -26.80 -16.99
O 2.33 -27.39 -16.00
C 2.74 -25.48 -17.33
F 3.58 -25.56 -18.32
F 1.79 -24.59 -17.62
F 3.44 -24.99 -16.34
H -0.29 -28.35 -19.90
H -0.36 -29.83 -18.96
H 1.20 -29.21 -19.54
H 0.91 -29.04 -17.18
H -0.61 -28.00 -17.42
C -0.20 -19.99 -7.58
C 0.44 -19.60 -8.92
O 1.67 -20.37 -9.09
C 2.66 -19.82 -9.74
O 2.78 -18.63 -9.92
C 3.65 -20.86 -10.26
F 3.13 -21.84 -10.97
F 4.64 -20.35 -10.93
F 4.23 -21.44 -9.21
H -0.43 -21.02 -7.54
H -1.14 -19.50 -7.39
H 0.36 -19.68 -6.81
H 0.73 -18.55 -8.92
H -0.13 -19.80 -9.84
C 3.54 -16.11 -15.89
C 4.64 -16.96 -15.19
O 4.42 -18.34 -15.44
C 5.34 -19.09 -16.11
O 6.41 -18.70 -16.46
C 4.80 -20.54 -16.26
F 4.34 -20.82 -15.02
F 3.87 -20.58 -17.18
F 5.75 -21.36 -16.56
H 3.70 -16.34 -16.96
H 3.66 -15.04 -15.60
H 2.53 -16.47 -15.53
H 4.82 -16.77 -14.18
H 5.60 -16.57 -15.63
C 6.77 -27.64 -21.45
C 8.15 -27.28 -21.86
O 8.42 -25.95 -21.47
C 8.86 -25.92 -20.18
O 9.15 -26.79 -19.47
C 8.93 -24.48 -19.70
F 8.60 -24.29 -18.41
F 10.22 -24.13 -19.91
F 8.10 -23.75 -20.41
H 6.08 -26.86 -21.72
H 6.74 -27.83 -20.36
H 6.54 -28.60 -21.93
H 8.19 -27.19 -22.94
H 8.87 -27.99 -21.45
C 8.27 -18.56 -12.77
C 7.08 -18.18 -11.97
O 6.72 -16.78 -12.33
C 6.23 -16.10 -11.26
O 6.16 -16.39 -10.12
C 5.72 -14.77 -11.81
F 4.53 -14.91 -12.38
F 5.64 -14.02 -10.72
F 6.50 -14.13 -12.72
H 9.02 -17.81 -12.55
H 8.16 -18.68 -13.81
H 8.75 -19.47 -12.38
H 7.21 -18.21 -10.90
H 6.10 -18.69 -12.15

=====

# C4H11NO3

2 unconnected molecules or ions with the total composition C4H11NO3 at a distorted geometry (the ωB97M-V functional and the def2-TZVPD basis, the OMol25 dataset).

Calculated values
- SMILES string: NC(=O)CCCO.O
- E: -11957.9936 eV
- Gap between HOMO and LUMO: 10.707 eV
- Relative energy (zero: lowest compared OMol25 entry of this formula, charge and spin): 48.8 kcal/mol

Geometry (Å):
N -1.11 -1.62 -1.08
C -0.17 -0.65 -1.47
O 0.87 -0.91 -2.08
C -0.55 0.77 -1.13
C -1.09 0.98 0.37
C -0.14 1.33 1.43
O -0.81 0.97 2.66
H -2.08 -1.35 -0.90
H -0.89 -2.58 -1.49
H 0.39 1.37 -1.41
H -1.48 1.10 -1.78
H -2.05 1.64 0.25
H -1.67 0.10 0.57
H 0.75 0.78 1.35
H -0.17 2.47 1.71
H -0.58 0.09 2.96
O 2.67 -0.68 0.75
H 2.10 -0.58 0.00
H 3.36 -1.25 0.47

=====

# CH7NOS

2 unconnected molecules or ions with the total composition CH7NOS at a distorted geometry (the ωB97M-V functional and the def2-TZVPD basis, the OMol25 dataset).

Calculated values
- SMILES string: NCO.S
- E: -15522.1972 eV
- Gap between HOMO and LUMO: 9.953 eV
- Relative energy (zero: lowest compared OMol25 entry of this formula, charge and spin): 17.6 kcal/mol

Geometry (Å):
N -1.23 0.44 -1.12
C -1.44 0.67 0.28
O -2.00 2.02 0.63
H -1.43 1.23 -1.76
H -0.34 -0.03 -1.29
H -0.44 0.63 0.90
H -2.05 -0.07 0.75
H -1.84 2.53 -0.14
S 3.32 -2.86 0.24
H 3.01 -2.47 1.44
H 4.43 -2.09 0.04

=====

# C9H12NO2

A gas-phase ion, C9H12NO2 (charge +1) at a distorted geometry (the ωB97M-V functional and the def2-TZVPD basis, the OMol25 dataset).

Calculated values
- SMILES string: C[N@@H+]1CC=C2C1=CC=CC2(O)O
- E: -15102.8145 eV
- Charge: +1
- Gap between HOMO and LUMO: 8.740 eV
- Relative energy (zero: lowest compared OMol25 entry of this formula, charge and spin): 75.0 kcal/mol

Geometry (Å):
C -2.85 -0.49 -0.53
N -1.74 -0.08 0.37
C -1.66 1.42 0.29
C -0.16 1.75 0.23
C 0.61 0.68 -0.05
C -0.42 -0.67 0.10
C -0.03 -1.90 0.28
C 1.37 -2.07 0.15
C 2.33 -1.14 -0.11
C 2.05 0.35 -0.18
O 2.67 0.94 -1.41
O 2.71 0.90 0.94
H -2.47 -0.16 -1.41
H -3.00 -1.52 -0.39
H -3.82 0.05 -0.28
H -1.93 -0.35 1.30
H -2.27 1.97 1.03
H -2.29 1.71 -0.52
H 0.23 2.77 0.38
H -0.72 -2.72 0.30
H 1.81 -3.06 0.37
H 3.37 -1.40 -0.29
H 2.59 1.92 -1.26
H 3.62 1.08 0.70

=====

# C7H9N5

A single C7H9N5 molecule at a distorted geometry (the ωB97M-V functional and the def2-TZVPD basis, the OMol25 dataset).

Calculated values
- SMILES string: C1=CCN(Cn2ncnn2)C=C1
- E: -14853.0259 eV
- Gap between HOMO and LUMO: 8.525 eV
- Relative energy (zero: lowest compared OMol25 entry of this formula, charge and spin): 57.3 kcal/mol

Geometry (Å):
C -2.30 -0.85 -0.40
C -1.45 -1.87 -0.52
C -0.08 -1.68 -1.10
N 0.37 -0.30 -0.99
C 1.66 0.02 -0.46
N 1.52 0.68 0.82
N 1.23 1.96 0.90
C 0.97 2.11 2.18
N 1.11 0.95 2.85
N 1.45 0.07 1.97
C -0.56 0.71 -0.93
C -1.87 0.48 -0.73
H -3.30 -0.99 -0.01
H -1.71 -2.88 -0.22
H 0.63 -2.34 -0.60
H -0.09 -1.95 -2.18
H 2.19 0.73 -1.11
H 2.26 -0.88 -0.32
H 0.70 3.03 2.65
H -0.17 1.71 -1.06
H -2.58 1.29 -0.73

=====

# C36H40Br58N4O

A molecular structure, C36H40Br58N4O at a distorted geometry (the ωB97M-V functional and the def2-TZVPD basis, the OMol25 dataset).

Calculated values
- E: -4108444.4855 eV
- Gap between HOMO and LUMO: 8.153 eV
- Relative energy (zero: lowest compared OMol25 entry of this formula, charge and spin): 0.0 kcal/mol

Geometry (Å):
C -5.94 -1.08 -0.75
C -5.31 0.10 -1.49
O -4.21 -0.31 -2.28
C -3.07 -0.34 -1.46
C -1.85 -0.90 -2.19
C -1.06 -1.64 -1.14
C -0.08 -0.95 -0.42
N 0.63 -1.44 0.54
C 0.31 -2.71 0.82
C 0.97 -3.33 1.90
C 1.98 -2.53 2.69
C 1.22 -1.48 3.44
N 1.40 -1.24 4.68
C 0.71 -4.60 2.23
C -0.25 -5.35 1.53
C -0.58 -6.78 1.92
C -1.96 -6.82 2.54
C -2.46 -5.72 3.43
N -2.69 -7.82 2.25
C -0.89 -4.77 0.49
Br -2.18 -5.73 -0.50
C -0.64 -3.43 0.12
N -1.34 -2.90 -0.91
H -6.99 -0.90 -0.55
H -5.43 -1.26 0.19
H -5.80 -1.97 -1.36
H -6.07 0.50 -2.14
H -4.98 0.85 -0.77
H -3.26 -1.04 -0.64
H -2.83 0.63 -1.01
H -2.23 -1.64 -2.88
H -1.26 -0.13 -2.66
H 0.10 0.08 -0.69
H 2.46 -3.15 3.44
H 2.71 -2.09 2.03
H 0.44 -0.93 2.92
H 0.73 -0.52 4.94
H 1.23 -5.10 3.03
H -0.58 -7.38 1.03
H 0.12 -7.15 2.66
H -3.48 -5.44 3.14
H -1.87 -4.81 3.40
H -2.44 -6.08 4.45
H -3.60 -7.72 2.70
C -5.73 4.34 -1.26
Br -7.37 3.37 -0.97
Br -4.29 3.59 -0.21
Br -5.31 4.48 -3.13
H -5.88 5.34 -0.90
C -1.63 3.34 -5.37
Br 0.10 4.12 -5.69
Br -2.03 3.27 -3.49
Br -3.01 4.26 -6.33
H -1.60 2.32 -5.74
C 3.87 4.02 -7.96
Br 3.14 5.43 -6.87
Br 2.51 2.78 -8.50
Br 4.79 4.74 -9.49
H 4.60 3.49 -7.37
C 3.45 -0.15 8.09
Br 2.21 -0.26 9.56
Br 4.69 1.30 8.32
Br 4.35 -1.82 7.79
H 2.87 0.06 7.20
C 3.61 2.16 3.41
Br 3.35 2.87 1.63
Br 2.89 3.31 4.77
Br 2.88 0.34 3.59
H 4.68 2.11 3.57
C -5.34 -4.11 5.51
Br -5.78 -3.63 3.70
Br -6.25 -2.99 6.78
Br -5.67 -5.98 5.85
H -4.28 -3.95 5.64
C 7.01 -0.91 3.91
Br 6.71 -0.20 2.14
Br 6.22 0.22 5.25
Br 6.41 -2.73 4.07
H 8.08 -0.91 4.08
C 0.26 -4.40 -4.50
Br -0.93 -5.90 -4.46
Br 0.18 -3.48 -6.20
Br -0.07 -3.20 -3.02
H 1.26 -4.78 -4.40
C 1.02 6.86 6.74
Br -0.57 7.23 7.76
Br 1.93 5.29 7.38
Br 0.64 6.74 4.85
H 1.69 7.69 6.88
C 4.71 6.13 10.28
Br 3.03 6.35 11.17
Br 4.81 4.43 9.37
Br 5.10 7.60 9.11
H 5.47 6.12 11.05
C 9.91 -0.55 7.62
Br 8.18 -1.32 7.96
Br 11.26 -1.32 8.75
Br 10.39 -0.68 5.75
H 9.85 0.50 7.86
C 0.06 3.03 -11.81
Br -0.41 4.40 -13.09
Br -0.61 3.44 -10.06
Br -0.49 1.30 -12.41
H 1.14 3.02 -11.74
C -1.62 -9.87 -2.71
Br 0.19 -9.28 -2.91
Br -2.36 -9.33 -1.01
Br -2.74 -9.31 -4.17
H -1.60 -10.95 -2.72
C -10.74 0.68 -1.89
Br -9.40 0.69 -3.27
Br -10.53 2.15 -0.67
Br -12.52 0.61 -2.62
H -10.60 -0.23 -1.32
C -9.44 4.71 -4.36
Br -9.10 6.58 -4.07
Br -11.32 4.31 -4.37
Br -8.57 4.06 -5.95
H -9.01 4.18 -3.52
C 12.10 -3.92 4.72
Br 10.36 -4.66 5.07
Br 13.44 -4.68 5.89
Br 12.59 -4.09 2.87
H 12.05 -2.87 4.95
C -0.84 6.64 -16.22
Br -0.35 8.33 -15.43
Br -2.74 6.36 -16.20
Br -0.11 6.45 -17.99
H -0.39 5.87 -15.62
C 3.95 7.89 14.91
Br 2.18 7.49 15.54
Br 4.89 6.30 14.38
Br 3.92 9.22 13.51
H 4.50 8.32 15.74
C 0.46 -0.56 -16.44
Br -1.28 -1.38 -16.38
Br 0.36 1.34 -16.18
Br 1.67 -1.38 -15.18
H 0.86 -0.73 -17.43

=====

# C4H7N2

2 unconnected molecules or ions with the total composition C4H7N2 at a distorted geometry (the ωB97M-V functional and the def2-TZVPD basis, the OMol25 dataset).

Calculated values
- E: -7227.5098 eV
- Charge: +1
- Gap between HOMO and LUMO: 9.906 eV
- Relative energy (zero: lowest compared OMol25 entry of this formula, charge and spin): 189.8 kcal/mol

Geometry (Å):
C 1.67 0.60 -0.16
C 0.46 1.39 0.06
C 0.11 -1.03 0.49
C 1.46 -0.83 -0.41
N 2.60 -0.06 0.29
N -0.61 0.27 0.15
H 0.61 1.91 0.96
H 0.12 2.15 -0.58
H -0.41 -1.92 0.22
H 0.40 -0.87 1.61
H 1.07 -1.17 -2.16
H -1.43 0.57 0.84
H -0.98 0.13 -0.80